Record 1
The following is a quantum chemistry calculation of 14 unconnected molecules or ions with the total composition C7H42NO13, from OMol25.

Atoms and positions in Å:
1 C -2.1220 2.7663 0.4001
2 C -1.4976 1.5536 -0.0727
3 C -0.8757 1.8922 -1.5429
4 C -2.0618 1.4276 -2.6643
5 C 0.0290 -1.5067 -3.9241
6 C -0.5132 -0.0955 -3.5800
7 C -1.7217 0.0501 -3.0766
8 N -0.4376 1.0757 0.9207
9 H -1.8760 3.8306 0.0178
10 H -1.7589 3.0290 1.3851
11 H -3.1853 2.7035 0.4850
12 H -2.1939 0.6719 -0.2585
13 H -0.6156 2.9793 -1.6234
14 H 0.1875 1.2516 -1.6291
15 H -2.2457 2.0716 -3.4038
16 H -3.0282 1.4010 -2.0010
17 H -0.2552 -2.3663 -3.1054
18 H -0.4423 -1.6888 -4.9301
19 H 1.2178 -1.3128 -3.9252
20 H -0.1451 0.7555 -4.1208
21 H -2.2696 -0.9305 -2.7921
22 H -0.8628 1.3262 1.8590
23 H -0.2449 0.0420 0.8824
24 H 0.4384 1.4657 0.7535
25 H -4.5389 -1.3065 -2.7307
26 H -4.9644 -0.4833 -1.4574
27 O -4.2849 -0.7194 -2.0599
28 H 0.5184 -5.4841 -1.5838
29 H -0.6214 -4.5118 -2.0071
30 O 0.3016 -4.5928 -1.7458
31 H 2.6202 -3.1875 3.9634
32 H 3.2354 -2.1703 2.8384
33 O 2.9852 -3.0578 3.0042
34 H 0.7360 -1.9272 1.3609
35 H 2.1191 -2.3057 0.7107
36 O 1.4967 -1.6177 0.8878
37 H 0.3279 -2.5415 -0.8161
38 H -0.5863 -1.6910 -1.6883
39 O -0.4641 -1.9583 -0.8281
40 H 2.2984 -0.5549 3.0978
41 H 3.5655 0.0987 3.2095
42 O 3.0638 -0.6385 3.6959
43 H 2.9532 1.8525 2.0618
44 H 2.6656 2.8331 3.1572
45 O 2.4296 1.8517 2.8242
46 H 2.3193 3.4101 0.5960
47 H 2.0354 4.8922 0.8915
48 O 1.6105 4.0830 0.7452
49 H 2.0438 -0.3398 -0.2064
50 H 2.6781 -0.1294 -1.5443
51 O 2.3374 0.3646 -0.7948
52 H -1.2761 2.2592 4.9482
53 H -1.6535 0.8586 4.8861
54 O -1.6426 1.7028 4.4226
55 H 3.5603 1.1090 -0.0393
56 H 5.1640 1.7463 -0.0715
57 O 4.3130 1.5936 0.4785
58 H -0.8854 -2.3370 2.9618
59 H -1.4905 -2.5577 1.5252
60 O -0.9063 -1.9904 2.0469
61 H -2.9194 -1.9646 -0.9506
62 H -2.0580 -1.1270 0.1792
63 O -2.6062 -1.8545 -0.0225

Calculated values
total charge: +1
highest occupied orbital energy: -11.8 eV
ΔE to the lowest compared entry with this formula, charge and spin: 783.8 kJ/mol
lowest unoccupied orbital energy: -2.3435 eV
multiplicity: 1
Kohn-Sham gap: 9.422 eV

Record 2
The following is a quantum chemistry calculation of 5 unconnected molecules or ions with the total composition C5H19NO5S, from OMol25.

Atoms and positions in Å:
1 C -0.9419 -0.5562 2.0148
2 N -0.2043 -0.6930 0.7289
3 C 0.6987 0.3369 0.3466
4 C 2.1398 0.1977 0.8540
5 S 2.1421 1.3017 2.3584
6 C 0.5735 0.2666 -1.2446
7 O -0.7132 0.4450 -1.5917
8 C -2.3795 -1.1969 1.8539
9 H -1.0503 0.5322 2.4204
10 H -0.5813 -1.1933 2.7873
11 H -1.0304 -0.6352 0.0440
12 H 0.3980 1.3747 0.4478
13 H 2.3349 -0.8099 1.1153
14 H 2.9077 0.4403 0.1166
15 H 0.9672 -0.7068 -1.5704
16 H 1.3007 1.0420 -1.6959
17 H -2.9154 -0.3659 1.4197
18 H -2.4807 -2.2185 1.3446
19 H -2.8347 -1.4464 2.8342
20 H -1.3461 -0.5343 -2.1973
21 H -0.6191 -2.1203 -2.5257
22 O -1.4612 -1.5270 -2.7761
23 H -1.7167 2.8431 0.2409
24 H -1.8363 1.8292 -0.9399
25 O -2.1806 2.7134 -0.6050
26 H 0.8652 -2.2600 1.2006
27 H 2.3944 -2.2030 1.1794
28 O 1.6508 -2.7676 1.2093
29 H -0.6935 1.0058 -3.4106
30 H -1.0319 -0.3432 -4.0523
31 O -0.5980 0.5744 -4.3043

Calculated values
total charge: -2
highest occupied orbital energy: -0.1 eV
ΔE to the lowest compared entry with this formula, charge and spin: 247.1 kJ/mol
lowest unoccupied orbital energy: 5.7003 eV
multiplicity: 1
Kohn-Sham gap: 5.784 eV

Record 3
The following is a quantum chemistry calculation of a molecular structure, C3H5F6NO4S2Ti, from OMol25.

Atoms and positions in Å:
1 Ti -0.1470 -0.0131 -1.4509
2 C 1.7577 -0.0368 -1.9113
3 H 2.5023 0.1383 -1.1362
4 H 1.9100 -1.0060 -2.4141
5 H 1.7975 0.7559 -2.6824
6 H -3.1688 0.0235 -1.0501
7 H -3.8682 0.0249 -1.1764
8 F 0.3883 -3.8611 1.1553
9 C 0.6308 -2.5381 1.1756
10 F 0.9739 -2.1595 2.4177
11 F 1.6491 -2.2687 0.3286
12 S -0.9452 -1.5597 0.5470
13 O -0.9006 -1.7889 -0.9984
14 O -2.2401 -1.4944 1.1660
15 N -0.1052 0.0088 0.4240
16 S -0.8995 1.5657 0.5140
17 O -0.8967 1.7805 -1.0278
18 O -2.1614 1.5610 1.1971
19 C 0.6518 2.5448 1.1351
20 F 0.9982 2.1647 2.3768
21 F 1.6772 2.2913 0.2884
22 F 0.3961 3.8665 1.1219

Calculated values
total charge: +2
highest occupied orbital energy: -20.4 eV
ΔE to the lowest compared entry with this formula, charge and spin: 41.9 kJ/mol
lowest unoccupied orbital energy: -10.9640 eV
multiplicity: 1
Kohn-Sham gap: 9.445 eV

Record 4
The following is a quantum chemistry calculation of a molecular structure, C12H14Cl2NOPdSSbSe4, from OMol25.

Atoms and positions in Å:
1 Pd -1.4047 0.2188 0.1672
2 Cl -1.3767 -1.6919 1.4546
3 C -1.6264 -2.9920 0.2975
4 C -1.3546 -4.2648 0.7549
5 C -1.5522 -5.3475 -0.0861
6 C -2.0246 -5.1216 -1.3699
7 C -2.2804 -3.8308 -1.7957
8 Cl -2.8738 -3.6350 -3.4261
9 C -2.0812 -2.6928 -0.9940
10 S -2.3894 -1.0812 -1.5745
11 H -0.9720 -4.3928 1.7588
12 H -1.3286 -6.3511 0.2497
13 H -2.1877 -5.9407 -2.0570
14 O -1.4357 1.9537 -0.9575
15 C -0.5004 2.1646 -1.7787
16 C -0.5424 3.4277 -2.5970
17 C -0.7763 3.1712 -4.1050
18 C -0.4488 1.7580 -4.5867
19 C 1.0099 1.3433 -4.4077
20 C 1.5369 1.6054 -2.9896
21 N 0.5264 1.3636 -1.9805
22 H 0.4072 3.9376 -2.4279
23 H -1.3266 4.0550 -2.1783
24 H -0.1894 3.8963 -4.6782
25 H -1.8255 3.3694 -4.3370
26 H -0.7240 1.6702 -5.6423
27 H -1.0811 1.0430 -4.0523
28 H 1.6469 1.8873 -5.1139
29 H 1.0994 0.2800 -4.6451
30 H 1.9005 2.6262 -2.8770
31 H 2.3776 0.9624 -2.7351
32 H 0.6144 0.4881 -1.4419
33 Se 1.8952 -1.0414 0.0135
34 Sb 2.0254 0.9515 1.4403
35 Se 3.0641 0.6474 3.6337
36 Se 2.8084 2.9176 0.2051
37 Se -0.4224 1.3839 2.0200

Calculated values
total charge: -2
highest occupied orbital energy: -1.1 eV
ΔE to the lowest compared entry with this formula, charge and spin: 0.0 kJ/mol
lowest unoccupied orbital energy: 4.1938 eV
multiplicity: 1
Kohn-Sham gap: 5.267 eV

Record 5
The following is a quantum chemistry calculation of 14 unconnected molecules or ions with the total composition C14H56N28O14, from OMol25.

Atoms and positions in Å:
1 C 23.7488 3.0342 -0.4294
2 O 24.7581 3.6873 -0.7114
3 N 22.6322 3.5425 -0.0180
4 N 23.7126 1.7480 -0.2332
5 H 22.4576 4.5373 -0.0102
6 H 21.9278 2.9463 0.3924
7 H 24.5981 1.2791 -0.1061
8 H 22.8164 1.3261 -0.0361
9 C 20.2629 0.5700 0.0411
10 O 19.8334 -0.1895 0.9156
11 N 19.6845 1.6515 -0.2385
12 N 21.3638 0.3733 -0.6394
13 H 18.8874 1.8384 0.3530
14 H 20.1054 2.3707 -0.8092
15 H 21.9936 -0.3965 -0.4637
16 H 21.5177 1.1418 -1.2766
17 C 16.9905 7.3305 -4.9993
18 O 17.8883 7.0868 -5.7757
19 N 16.0157 8.1291 -5.3039
20 N 16.9608 7.1064 -3.7110
21 H 15.2535 8.4434 -4.7204
22 H 16.2055 8.6004 -6.1768
23 H 16.1588 7.1866 -3.1023
24 H 17.7511 6.5404 -3.4372
25 C 20.3654 5.5619 -3.1298
26 O 19.4228 4.8911 -3.1772
27 N 20.3791 6.7928 -3.5273
28 N 21.5457 5.2933 -2.7531
29 H 19.5323 7.3195 -3.6872
30 H 21.1249 7.3982 -3.2152
31 H 21.6093 4.3118 -2.5233
32 H 22.4088 5.8175 -2.7315
33 C 16.3992 3.4100 -1.9126
34 O 15.2609 3.1067 -2.2456
35 N 17.3191 2.5813 -1.6627
36 N 16.6260 4.7007 -1.5559
37 H 17.1002 1.6042 -1.5306
38 H 18.2685 2.8745 -1.8440
39 H 15.8504 5.3265 -1.7201
40 H 17.5677 5.0330 -1.4046
41 C 18.9341 10.3615 -1.3381
42 O 19.0832 9.7873 -0.2589
43 N 19.6232 11.4019 -1.6935
44 N 18.1907 9.8459 -2.3130
45 H 20.2309 11.7890 -0.9858
46 H 19.5041 11.8820 -2.5741
47 H 18.0210 10.3384 -3.1783
48 H 17.6727 8.9941 -2.1512
49 C 22.5438 5.1971 -6.8770
50 O 22.2739 4.2200 -7.5235
51 N 21.7241 6.2236 -6.8220
52 N 23.6332 5.2473 -6.1118
53 H 21.0477 6.4352 -7.5415
54 H 21.8554 6.9193 -6.1017
55 H 23.7730 6.1985 -5.8021
56 H 24.2223 4.4287 -6.0577
57 C 20.8458 11.2508 -5.0391
58 O 19.9920 11.9350 -4.4900
59 N 21.2274 11.4294 -6.2948
60 N 21.4517 10.2838 -4.4355
61 H 21.9150 10.7779 -6.6453
62 H 20.6622 12.0444 -6.8626
63 H 22.2654 9.8567 -4.8545
64 H 21.0181 9.8945 -3.6107
65 C 22.6681 8.4337 -0.8700
66 O 22.5792 8.7401 -2.0855
67 N 21.8932 8.8352 0.0801
68 N 23.4963 7.5296 -0.4202
69 H 21.2217 9.5507 -0.1591
70 H 21.5493 7.9802 0.4935
71 H 24.1739 7.1297 -1.0534
72 H 23.5439 7.3901 0.5789
73 C 19.2192 9.7042 -7.8655
74 O 18.0864 10.0836 -7.6364
75 N 19.7335 8.6897 -7.1830
76 N 20.0286 10.3712 -8.6772
77 H 19.1349 8.2582 -6.4934
78 H 20.6689 8.3659 -7.3837
79 H 20.9497 10.1011 -8.9915
80 H 19.6118 11.2306 -9.0057
81 C 16.6098 2.8035 -6.1075
82 O 17.2714 1.8554 -6.5041
83 N 16.9449 3.6489 -5.2301
84 N 15.4551 3.1485 -6.6450
85 H 17.8975 3.6384 -4.8946
86 H 16.3819 4.3583 -4.7831
87 H 15.1371 2.4579 -7.3099
88 H 15.2688 4.1412 -6.6533
89 C 26.7777 6.4308 -1.9763
90 O 27.7349 7.1343 -2.3506
91 N 25.5925 6.5200 -2.5443
92 N 26.8888 5.5023 -1.0807
93 H 24.7914 5.9404 -2.3385
94 H 25.5215 7.4012 -3.0326
95 H 26.0744 4.9473 -0.8596
96 H 27.7043 5.2875 -0.5248
97 C 20.6783 1.8973 -3.7807
98 O 20.7738 2.4378 -2.6612
99 N 21.7234 1.5686 -4.5529
100 N 19.6324 1.5258 -4.4335
101 H 22.6348 1.7306 -4.1489
102 H 21.5662 1.3862 -5.5337
103 H 18.8125 2.0041 -4.0884
104 H 19.7645 1.4314 -5.4303
105 C 25.1341 2.2970 -4.4546
106 O 24.6804 1.2230 -4.2104
107 N 26.1191 2.4329 -5.3265
108 N 24.9172 3.3865 -3.8677
109 H 26.6195 3.3100 -5.3047
110 H 26.5366 1.6585 -5.8226
111 H 25.3252 4.2147 -4.2773
112 H 24.3902 3.4795 -3.0112

Calculated values
⟨S²⟩: 0.7508
total charge: -1
highest occupied orbital energy (spin up / spin down): -0.4 / -7.2 eV
ΔE to the lowest compared entry with this formula, charge and spin: 0.0 kJ/mol
lowest unoccupied orbital energy (spin up / spin down): 1.7723 / 1.6508 eV
multiplicity: 2
Kohn-Sham gap (spin up / spin down): 2.212 / 8.821 eV

Record 6
The following is a quantum chemistry calculation of 5 unconnected molecules or ions with the total composition C7H18Cl6O4, from OMol25.

Atoms and positions in Å:
1 Cl -0.5841 3.6997 -1.1801
2 C -0.4629 2.1046 -0.4172
3 Cl -0.5033 2.2196 1.3621
4 H -1.1499 1.3660 -0.8057
5 H 0.5550 1.7646 -0.5766
6 Cl -3.0401 -0.6169 -0.4434
7 C -4.2950 -1.2280 0.6422
8 Cl -4.9785 -2.7511 0.0508
9 H -3.8345 -1.4029 1.6075
10 H -5.0644 -0.4681 0.6930
11 Cl 3.4827 2.7418 -0.4161
12 C 3.2711 1.8892 1.1599
13 Cl 3.4423 3.0775 2.4382
14 H 2.3376 1.3419 1.2000
15 H 4.1075 1.2034 1.2271
16 O 2.3396 -0.9621 2.8730
17 C 1.2922 -1.8893 2.6951
18 C -0.0821 -1.2319 2.5192
19 O -1.0913 -2.0650 2.0197
20 H 2.3714 -0.6872 3.7943
21 H 1.5107 -2.4642 1.7932
22 H 1.2252 -2.5804 3.5449
23 H 0.0897 -0.4147 1.8079
24 H -0.4020 -0.7280 3.4298
25 H -0.8915 -2.3158 1.1124
26 O -1.0977 -0.6848 -4.2967
27 C -0.6129 0.5188 -3.7219
28 C 0.7077 0.2687 -3.0171
29 O 0.4897 -0.5137 -1.8353
30 H -1.1008 -1.3307 -3.5798
31 H -0.4845 1.3085 -4.4604
32 H -1.3768 0.9134 -3.0389
33 H 1.1929 1.2271 -2.7966
34 H 1.3341 -0.3085 -3.7034
35 H 1.3029 -1.0017 -1.6811

Calculated values
total charge: 0
highest occupied orbital energy: -10.2 eV
ΔE to the lowest compared entry with this formula, charge and spin: 0.0 kJ/mol
lowest unoccupied orbital energy: 0.2478 eV
SMILES: ClCCl.ClCCl.ClCCl.OCCO.OCCO
multiplicity: 1
Kohn-Sham gap: 10.476 eV

Record 7
The following is a quantum chemistry calculation of 2 unconnected molecules or ions with the total composition C4H12NS2, from OMol25.

Atoms and positions in Å:
1 C 1.0311 0.0157 -2.3412
2 C 1.7541 -0.6130 -1.1679
3 S 2.6091 0.6103 -0.1431
4 H 1.6715 0.5259 -3.0576
5 H 0.2909 0.7341 -1.9793
6 H 0.4537 -0.7251 -2.8948
7 H 1.0486 -1.1556 -0.5432
8 H 2.5020 -1.3137 -1.5390
9 H 3.4561 -0.2338 0.4593
10 C -1.1585 0.8720 1.2740
11 C -1.3991 -0.4673 0.5350
12 S -3.0895 -1.1292 0.6369
13 N -1.6767 0.8877 2.6455
14 H -1.6388 1.6528 0.6741
15 H -0.0947 1.1179 1.3384
16 H -0.6717 -1.1856 0.9471
17 H -1.1438 -0.3217 -0.5235
18 H -1.2839 0.0775 3.0991
19 H -2.6605 0.6511 2.5802

Calculated values
total charge: -1
highest occupied orbital energy: -2.5 eV
ΔE to the lowest compared entry with this formula, charge and spin: 43.5 kJ/mol
lowest unoccupied orbital energy: 2.7972 eV
multiplicity: 1
Kohn-Sham gap: 5.252 eV

Record 8
The following is a quantum chemistry calculation of a molecular structure, C29H44BrFeN3P2, from OMol25.

Atoms and positions in Å:
1 C 2.9298 5.1678 -0.8236
2 C 1.8341 4.5855 -1.4895
3 C 1.9734 4.3994 -2.8817
4 C 3.1016 4.9052 -3.5455
5 N 4.0799 5.5219 -2.8837
6 C 4.0278 5.6383 -1.5587
7 C 0.6335 4.1887 -0.7702
8 C -0.3954 3.8424 -0.1814
9 C -1.3754 3.0615 0.5191
10 C -0.9147 1.8299 1.0398
11 C -1.8279 0.8720 1.4888
12 C -3.1647 1.1436 1.3927
13 C -3.6471 2.4083 1.1199
14 C -2.7344 3.3857 0.6609
15 Fe -0.6979 -0.8600 1.5165
16 P 1.3885 -0.7114 0.4943
17 H 1.2186 3.8553 -3.4427
18 H 2.9357 5.2362 0.2590
19 H 3.2103 4.8035 -4.6292
20 H 4.8712 6.1191 -1.0575
21 H -3.0605 4.3838 0.4035
22 H 0.1584 1.6007 1.0279
23 H -4.6890 2.6397 1.2672
24 H -1.8910 -0.1453 2.0834
25 C 2.2208 -2.3282 0.5177
26 C 3.5186 -2.4639 -0.2801
27 H 1.4791 -3.0604 0.1599
28 H 2.3917 -2.5619 1.5788
29 H 3.8873 -3.4932 -0.1898
30 H 3.3832 -2.2647 -1.3492
31 H 4.3136 -1.8081 0.0934
32 C 1.4519 -0.0609 -1.2419
33 C 2.7583 0.5644 -1.7558
34 H 0.6513 0.6964 -1.2945
35 H 1.1408 -0.8933 -1.8940
36 H 2.6699 0.7109 -2.8427
37 H 2.9359 1.5597 -1.3185
38 H 3.6433 -0.0671 -1.5843
39 C 2.3548 0.5131 1.4631
40 C 3.8796 0.3781 1.4738
41 H 1.9688 0.4617 2.4960
42 H 2.0885 1.5096 1.0740
43 H 4.2884 1.1777 2.1077
44 H 4.2171 -0.5780 1.8913
45 H 4.3184 0.5072 0.4743
46 Br -4.2433 -0.5163 1.8201
47 P -1.8492 -1.9081 -1.0876
48 C -0.7663 -2.6991 -2.3570
49 C -1.2330 -4.0017 -3.0089
50 H 0.1857 -2.8817 -1.8291
51 H -0.5519 -1.9517 -3.1369
52 H -0.4363 -4.3730 -3.6678
53 H -1.4363 -4.7850 -2.2710
54 H -2.1286 -3.8610 -3.6279
55 C -3.0375 -3.1669 -0.4937
56 C -4.4163 -3.2454 -1.1562
57 H -3.1864 -2.9212 0.5719
58 H -2.5437 -4.1488 -0.5272
59 H -5.0587 -3.9308 -0.5879
60 H -4.9200 -2.2736 -1.1752
61 H -4.3605 -3.6295 -2.1803
62 C -2.8479 -0.6580 -2.0145
63 C -3.3165 -1.0342 -3.4253
64 H -2.2074 0.2374 -2.0666
65 H -3.7037 -0.3869 -1.3768
66 H -3.8756 -0.1910 -3.8557
67 H -2.4790 -1.2469 -4.1020
68 H -3.9906 -1.9008 -3.4324
69 C -0.4908 0.9826 4.4780
70 C -0.4695 -0.4911 4.3889
71 N -0.5543 -1.2931 3.3040
72 C -0.4916 -2.6176 3.7712
73 C -0.3413 -2.5981 5.1235
74 N -0.3315 -1.2505 5.4872
75 H -1.4645 1.3928 4.1623
76 H -0.2959 1.2769 5.5220
77 H 0.2801 1.4097 3.8168
78 H -0.5434 -3.4360 3.0838
79 H -0.2231 -3.4048 5.8361
80 H -0.1973 -0.8677 6.4260

Calculated values
⟨S²⟩: 6.0161
total charge: +2
highest occupied orbital energy (spin up / spin down): -13.7 / -13.7 eV
ΔE to the lowest compared entry with this formula, charge and spin: 104.2 kJ/mol
lowest unoccupied orbital energy (spin up / spin down): -5.0969 / -6.8705 eV
multiplicity: 5
Kohn-Sham gap (spin up / spin down): 8.566 / 6.793 eV

Number 1: F_max 8.99 eV/A. Number 2: F_max 3.84 eV/A. Number 3: F_max 4.07 eV/A. Number 4: F_max 0.55 eV/A. Number 5: F_max 8.09 eV/A. Number 6: F_max 1.94 eV/A. Number 7: F_max 0.72 eV/A. Number 8: F_max 5.24 eV/A.